(1)
DFT (the ωB97M-V functional and the def2-TZVPD basis) results for a molecular structure, C25H41BrN2P2Ti in a non-equilibrium geometry.

Geometry as XYZ:
```
72
Properties=species:S:1:pos:R:3:forces:R:3
C 3.0611 -2.1329 -3.8755 -0.23 0.05 -0.60
C 2.7997 -0.8468 -3.3454 1.34 -0.46 -0.73
C 3.2754 0.2478 -4.0859 -0.17 -0.19 -0.49
C 3.8532 0.0229 -5.3463 -0.13 -0.47 0.29
N 4.0022 -1.1947 -5.8882 -0.10 -0.26 0.48
C 3.6342 -2.2649 -5.1635 -0.08 0.57 0.64
C 2.0670 -0.6837 -2.1067 1.17 1.75 1.89
C 2.0940 -0.2736 -0.7936 1.62 -1.05 -1.86
C 2.0246 -0.5036 0.6057 2.49 -0.49 1.16
C 0.7226 -0.3182 1.2682 -0.81 0.45 -0.68
C 0.5655 -0.7599 2.6734 0.42 -2.48 2.14
C 1.7234 -1.1211 3.4897 -0.66 0.30 -4.05
C 2.9334 -1.2130 2.7877 -0.32 -0.19 1.33
C 3.0683 -0.9539 1.4169 -0.41 0.08 -1.45
Ti 0.3401 -0.6528 -1.2926 -3.39 -1.02 -1.75
P -2.1550 -1.2592 -1.0598 -0.04 0.00 -0.06
H 3.1406 1.2675 -3.7384 0.05 -0.14 0.04
H 2.7792 -3.0434 -3.3373 0.09 0.33 -0.14
H 4.2165 0.8582 -5.9561 -0.21 -0.28 0.30
H 3.8080 -3.2707 -5.6047 -0.15 0.89 0.34
H 4.0398 -1.1384 0.9472 -0.34 0.19 0.19
H -0.2108 -0.5101 0.5897 0.89 0.32 1.51
H 3.8079 -1.5448 3.3273 0.12 0.09 0.09
H -0.4322 -1.0617 3.0020 0.26 0.35 0.18
C -2.8093 -1.4379 0.6332 -0.17 0.00 0.33
C -3.9866 -0.5308 1.0121 -0.17 -0.15 0.25
H -1.9574 -1.2663 1.3192 -0.47 -0.15 -0.20
H -3.0811 -2.5034 0.7379 0.04 0.37 0.05
H -4.2965 -0.7888 2.0393 -0.05 0.23 -0.43
H -3.7032 0.5372 0.9994 -0.23 -0.47 -0.10
H -4.8428 -0.6932 0.3346 0.34 0.18 0.35
C -2.7917 0.2139 -1.9071 -0.80 -0.08 0.59
C -2.0566 0.4518 -3.2175 -0.22 0.09 -0.25
H -2.7085 1.0718 -1.2269 -0.05 -0.08 -0.17
H -3.8594 0.0226 -2.0661 0.10 0.48 -0.18
H -2.4643 1.3522 -3.6802 0.22 -0.04 -0.09
H -0.9677 0.6109 -3.1134 -0.10 0.02 0.04
H -2.2088 -0.3685 -3.9254 0.10 0.09 0.10
C -2.8576 -2.6571 -2.0202 0.20 0.00 -0.01
C -4.3812 -2.7265 -2.0398 -0.32 -0.19 -0.09
H -2.4483 -3.5820 -1.5846 -0.10 0.16 -0.13
H -2.4629 -2.5761 -3.0447 -0.05 -0.08 0.23
H -4.6866 -3.5838 -2.6522 0.00 0.20 0.16
H -4.8042 -2.8738 -1.0380 0.13 0.05 -0.20
H -4.8432 -1.8363 -2.4839 0.14 -0.19 0.10
Br 1.6211 -1.4054 5.2747 -0.20 -0.51 1.11
P 0.5784 1.2850 2.1349 -0.40 1.96 1.40
C -1.1136 1.8031 1.8543 -0.44 0.16 -0.33
C -1.5520 3.0028 2.7005 -0.36 0.35 0.07
H -1.7984 0.9558 2.0113 0.26 0.19 -0.05
H -1.1302 2.0632 0.7821 -0.21 -0.09 0.17
H -2.5653 3.2932 2.3973 0.19 -0.07 0.11
H -1.5836 2.7637 3.7717 -0.06 0.11 -0.40
H -0.9152 3.8871 2.5541 -0.26 -0.45 0.15
C 0.8699 1.7389 3.9604 0.13 -1.35 0.38
C 1.5423 3.0014 4.4658 0.02 0.51 -0.15
H 1.4488 0.9147 4.3949 -0.15 0.41 -0.40
H -0.1114 1.6181 4.4421 0.17 -0.05 -0.30
H 1.7349 2.8635 5.5364 -0.06 -0.05 -0.20
H 2.5133 3.1635 3.9889 -0.15 0.12 0.07
H 0.9107 3.8906 4.3730 0.23 -0.10 -0.06
C 1.6529 2.3623 1.2305 0.68 0.70 -0.61
C 1.3302 3.8472 1.3671 0.11 0.60 -0.09
H 1.6050 2.0694 0.1711 0.08 0.04 0.22
H 2.6790 2.1648 1.5666 -0.09 -0.05 -0.08
H 2.0575 4.4198 0.7796 -0.21 -0.11 0.03
H 0.3264 4.0757 0.9893 0.35 0.02 -0.03
H 1.4085 4.2226 2.3933 -0.09 -0.19 -0.39
N 0.3628 -2.8252 -1.2136 0.48 -1.03 0.28
H 0.1734 -3.1460 -0.2597 0.05 -0.10 -0.24
H -0.2855 -3.3458 -1.8128 0.24 0.25 0.12
H 1.2995 -3.1689 -1.4433 -0.24 -0.02 0.09
```
Positions in Å, forces in eV/Å.

Summary:
Orbital gap (spin up / spin down) = 6.43 / 6.40 eV
Multiplicity = 3
HOMO energy (spin up / spin down) = -12.58 / -13.40 eV
Lowest unoccupied orbital energy (spin up / spin down) = -6.15 / -7.00 eV
Net charge = +2
Expectation value of S² = 2.0352
Energy above the lowest of the compared OMol25 structures with the same formula, charge and spin = 235.9 kJ/mol


(2)
DFT (the ωB97M-V functional and the def2-TZVPD basis) results for a molecular structure, C25H41Cl3N3O3PbSSi in a non-equilibrium geometry.

Geometry as XYZ:
```
78
Properties=species:S:1:pos:R:3:forces:R:3
C -2.7300 0.9908 -3.2251 -0.10 -0.07 -0.40
C -3.2526 1.2668 -1.8498 -0.63 -0.16 0.51
H -3.5649 0.8171 -3.9134 0.26 0.06 -0.09
H -2.0714 0.1043 -3.2403 -0.30 0.42 0.17
H -2.1182 1.8318 -3.6094 -0.30 -0.33 0.24
C -4.5536 1.3261 -1.5254 0.83 0.12 -0.38
C -5.6583 1.1668 -2.5147 -0.51 -0.28 -0.08
H -4.8550 1.5205 -0.5046 0.15 0.04 0.13
H -5.5744 0.2076 -3.0514 -0.07 0.37 -0.05
H -5.6737 1.9958 -3.2325 -0.09 -0.23 -0.06
H -6.6201 1.1530 -1.9899 0.03 0.06 -0.18
Pb 0.6535 -0.6218 -0.0771 -2.45 0.47 -0.14
Cl 1.0588 2.0307 -0.6386 0.43 0.06 0.29
Cl -0.6997 -2.0596 -2.4374 -0.19 0.36 -0.14
H 6.0512 -0.5231 3.4774 -0.11 -0.06 -0.07
H 7.3910 0.2625 1.4988 -0.17 -0.04 -0.13
C 5.4764 -1.1573 2.7913 -0.08 -0.15 0.13
C 6.7250 -0.2941 0.8269 -0.12 -0.08 0.07
N 5.4483 -0.5477 1.4794 -0.03 0.11 -0.34
H 4.4473 -1.2643 3.1643 0.41 -0.01 -0.21
C 4.2902 -0.3910 0.7982 -1.26 -0.23 0.54
O 3.1679 -0.7072 1.2299 1.74 0.45 -0.45
H 6.5479 0.2998 -0.0767 0.14 -0.18 0.17
H 4.4242 0.0812 -0.1952 -0.10 -0.18 0.24
H 5.9755 -2.1384 2.7375 -0.24 0.19 0.08
H 7.2246 -1.2400 0.5606 -0.13 0.27 0.01
H -3.1070 -2.3323 -1.5703 0.04 -0.19 0.24
H -4.7318 -0.8639 0.4150 0.04 -0.40 0.16
C -3.2557 -3.0908 -0.7886 0.22 0.26 -0.10
C -4.6191 -1.8670 0.8712 -0.12 0.43 0.00
N -3.3474 -2.4573 0.5189 0.45 -0.42 0.31
H -2.4152 -3.7954 -0.7922 -0.22 0.30 -0.07
C -2.2414 -2.2661 1.2707 0.44 -0.06 -0.77
O -1.0916 -2.6052 0.9448 -1.07 0.27 0.47
H -4.6935 -1.7797 1.9624 -0.05 0.06 -0.23
H -2.4533 -1.7674 2.2391 0.08 -0.14 -0.24
H -4.1930 -3.6120 -0.9869 0.01 -0.11 0.07
H -5.4365 -2.5028 0.5019 0.25 0.09 0.20
O -1.7401 0.0120 -0.6295 1.28 -1.44 1.28
C -2.1697 1.2843 -0.7975 0.56 1.12 0.47
C -3.1739 1.3815 1.5690 0.13 0.26 0.39
C -2.5976 2.0451 0.4863 -0.20 -0.21 -0.60
H -3.1291 0.2833 1.5729 -0.18 0.61 -0.03
C -3.7163 2.1144 2.6433 0.25 -0.29 -0.28
H -1.3454 1.8769 -1.2134 -0.09 0.46 -0.08
C -2.5086 3.4425 0.4994 -0.17 -0.08 0.22
H -4.1554 1.5864 3.5025 0.18 0.28 -0.41
C -3.6728 3.5101 2.6219 0.06 0.01 -0.02
C -3.0514 4.1751 1.5561 0.04 -0.19 -0.14
H -2.0100 3.9447 -0.3381 -0.24 -0.16 0.30
H -4.1022 4.0850 3.4458 0.12 -0.17 -0.22
H -2.9991 5.2672 1.5295 -0.03 -0.33 0.13
Si 1.2685 -1.7710 -3.3524 1.99 -1.96 -1.63
Cl 0.4513 -0.0364 -4.4166 -0.38 0.36 -0.49
C 1.5366 -3.6244 -2.7568 0.30 0.18 1.01
C 2.5859 -0.6304 -2.5666 -0.16 0.03 0.49
C 2.2651 -2.4170 -4.9355 -0.34 1.16 -0.51
H 1.4091 -3.6956 -1.6698 -0.07 -0.33 0.03
H 2.5301 -4.0031 -3.0193 -0.04 0.04 0.14
H 0.7957 -4.2841 -3.2312 0.09 0.27 0.12
H 1.6318 -3.1140 -5.4947 0.06 0.00 -0.06
H 3.2009 -2.9397 -4.6841 -0.36 0.17 0.17
H 2.5170 -1.5758 -5.5956 -0.06 -0.20 -0.11
H 2.1351 0.2027 -1.9984 0.47 -0.22 -0.24
H 3.1322 -0.1384 -3.3909 -0.33 -0.35 0.19
H 3.3011 -1.1912 -1.9534 -0.02 0.07 0.10
S -0.0079 0.3886 2.6415 -0.39 -0.29 -0.04
C 1.4439 1.0570 3.1407 -0.01 0.34 -0.95
N 2.0917 1.9398 2.3049 0.74 0.05 0.57
C 3.3106 2.4769 2.6161 -0.72 -0.44 -0.05
C 3.9091 2.1799 3.8216 0.57 0.60 -0.62
C 3.2863 1.3003 4.7188 -1.33 -0.42 -0.52
C 2.0562 0.7480 4.3691 1.35 0.31 0.98
H 1.6583 2.1054 1.3523 0.28 -0.07 0.48
H 3.7467 3.1208 1.8436 -0.19 -0.26 0.44
H 4.8760 2.6253 4.0563 -0.28 -0.11 -0.10
H 3.7660 1.0561 5.6627 -0.12 -0.01 -0.13
H 1.5500 0.0410 5.0204 0.07 0.17 -0.17
```
Positions in Å, forces in eV/Å.

Summary:
Orbital gap = 6.61 eV
Multiplicity = 1
HOMO energy = -4.70 eV
Lowest unoccupied orbital energy = 1.91 eV
Net charge = -1
Energy above the lowest of the compared OMol25 structures with the same formula, charge and spin = 171.7 kJ/mol


(3)
DFT (the ωB97M-V functional and the def2-TZVPD basis) results for a molecular structure, C25H41ClN4O4 in a non-equilibrium geometry.

Geometry as XYZ:
```
75
Properties=species:S:1:pos:R:3:forces:R:3
C -2.3080 -1.1920 -1.1658 -3.29 5.11 -4.64
N -2.2631 0.2806 -0.9789 -1.66 0.38 0.66
C -3.3213 0.8949 -0.3492 1.36 1.79 0.60
C -3.0862 2.1282 0.3168 0.56 -0.91 -1.08
C -1.8094 2.7826 0.1907 -0.98 -1.08 1.27
C -0.8171 2.0911 -0.4722 -1.12 1.43 0.32
C -1.1014 0.8821 -1.0580 -0.53 5.24 1.70
C -1.4941 4.0680 0.9049 -0.70 -0.74 0.94
C -1.5926 4.2175 2.3158 0.33 0.04 0.75
C -1.2131 5.3800 2.9892 -0.19 -0.16 -2.71
N -0.8741 6.4236 2.1882 -1.35 -0.20 -1.90
C -0.9667 6.3833 0.8078 1.28 -1.46 1.24
C -1.1277 5.1439 0.1430 0.35 2.20 0.85
C -0.4763 7.6315 2.8525 1.24 1.57 0.65
H -2.1588 -1.5002 -2.2007 0.26 0.13 0.13
H -3.3396 -1.5078 -1.0103 -0.29 0.31 0.59
H -1.6172 -1.6991 -0.4922 2.70 5.28 -4.32
H -4.2766 0.3953 -0.4149 -0.01 0.01 0.34
H -3.8482 2.5395 0.9623 -0.25 0.13 -0.31
H 0.1911 2.4783 -0.4625 0.16 -0.13 -0.40
H -0.2789 0.2579 -1.3745 -3.48 5.35 -0.05
H -1.8734 3.4057 2.9703 -0.15 -0.31 -0.29
H -1.1821 5.6187 4.0420 -0.07 -0.59 0.10
H -0.6915 7.2933 0.2954 -0.12 0.05 0.02
H -0.9129 5.0848 -0.9138 -0.42 0.04 -0.12
H -0.3433 8.5008 2.2085 -0.48 -0.31 -0.37
H 0.5336 7.4697 3.2293 -0.06 -0.09 0.35
H -1.1415 7.9088 3.6703 -0.04 -0.22 -0.13
C 3.2080 -1.4158 3.3854 -1.03 0.70 -0.08
C 1.9285 -1.2613 2.4978 -0.29 -0.94 1.37
C 0.7672 -2.2915 2.7007 0.89 -0.85 -1.26
C -0.0893 -2.1921 1.4302 -0.68 -3.15 0.70
N -1.0747 -3.4368 1.2095 -0.25 -1.52 0.91
C -0.3790 -4.7701 0.7809 1.21 0.09 -0.80
C -0.0902 -4.7240 -0.7413 -1.14 1.25 0.50
C -1.1191 -3.6922 -1.2526 0.26 1.12 -0.26
C -1.8984 -3.0999 -0.0521 -0.06 -7.31 4.32
C -1.8405 -3.8783 2.5259 0.16 1.64 -2.12
H 3.9866 -2.1097 3.0686 -0.26 0.08 -0.38
H 2.9769 -1.6547 4.4235 -0.25 -0.13 0.00
H 3.5837 -0.3932 3.4212 0.62 -0.19 -0.01
H 2.1325 -1.2095 1.4283 0.63 -0.10 1.21
H 1.4228 -0.3441 2.7996 0.39 0.54 -0.22
H 0.2263 -2.2130 3.6437 -0.14 0.52 -0.13
H 1.1563 -3.3096 2.7086 0.35 -0.13 0.05
H 0.4856 -2.3811 0.5235 -0.04 0.57 0.73
H -0.6485 -1.2569 1.4553 -0.37 -0.23 -0.49
H -1.0108 -5.6390 0.9655 -0.44 0.52 0.38
H 0.5470 -4.9356 1.3314 -0.16 0.29 0.27
H -0.3011 -5.6417 -1.2903 0.55 -0.21 0.53
H 0.8896 -4.3024 -0.9658 0.11 -0.53 0.06
H -1.8506 -4.1002 -1.9501 0.16 -0.03 -0.01
H -0.5434 -2.9166 -1.7576 -0.38 -0.31 -0.20
H -2.7802 -3.7386 -0.0020 -0.33 0.04 0.38
H -2.2022 -2.0532 -0.0555 -2.82 -5.13 5.01
H -2.5828 -4.6047 2.1953 0.34 -0.24 0.37
H -2.3764 -2.9968 2.8777 0.16 -0.04 0.25
H -1.0693 -4.2073 3.2224 -0.40 -0.17 -0.09
Cl 1.0867 -0.6764 -1.4181 7.98 -4.09 -0.87
O -0.3082 -0.8922 -1.5667 2.57 -9.01 -3.42
O 1.3179 -0.8123 -0.0185 0.63 1.96 -0.95
O 1.9218 -1.6299 -2.1356 -1.98 -1.13 3.03
O 1.3756 0.5782 -1.9766 -0.41 2.02 2.10
C 2.1311 -0.2514 -5.5870 -0.08 0.98 0.69
C 2.3706 -0.0736 -4.0620 -0.02 0.93 -1.44
C 3.8007 -0.0474 -3.5086 0.98 -0.39 -0.14
C 4.8121 0.9481 -3.9800 -0.16 0.67 -0.78
N 5.5940 1.7387 -4.3114 -0.98 -1.03 0.47
H 2.9877 0.0776 -6.1753 -0.12 0.03 -0.10
H 1.3033 0.4434 -5.7285 0.05 0.07 -0.75
H 1.7635 -1.1999 -5.9786 0.39 -0.31 0.49
H 1.7718 -0.7669 -3.4713 1.12 0.43 -2.33
H 1.9380 0.8629 -3.7101 0.35 0.24 -1.39
H 4.2645 -1.0221 -3.6602 0.13 -0.13 0.08
H 3.8043 0.1323 -2.4335 -0.26 -0.22 0.09
```
Positions in Å, forces in eV/Å.

Summary:
Orbital gap = 6.67 eV
Multiplicity = 1
HOMO energy = -13.70 eV
Lowest unoccupied orbital energy = -7.03 eV
Net charge = +2


What is the multiplicity in the first record? 3